Entry 1:
DFT (wB97M-V/def2-TZVPD) results for an isolated ion of composition C4H9FN and charge +1 at a distorted geometry.

Geometry as XYZ:
```
15
Properties=species:S:1:pos:R:3:lowdin_charge:R:1
C 0.29158 -0.63496 -1.33802 0.04
C -0.60602 0.62851 -1.47510 -0.27
C -0.04078 0.21863 -0.15436 -0.44
C 1.07280 0.91804 0.53593 0.01
N -0.96347 -0.44931 0.86630 0.19
F -0.11743 1.69339 -2.02596 0.12
H -0.33594 -1.51085 -1.58504 0.13
H 1.30161 -0.52579 -1.68913 0.13
H -1.63491 0.51316 -1.68707 0.15
H 2.06558 0.63572 0.21727 0.09
H 0.88743 0.52908 1.66389 0.14
H 1.00755 1.99306 0.50286 0.09
H -1.57885 0.25788 1.42784 0.22
H -0.46551 -1.28979 1.37946 0.23
H -1.78447 -0.96992 0.51458 0.16
```

## Properties
**SMILES**: C[C@]1([NH3+])C[C@@H]1F
**E_HOMO**: -15.0018 eV
**Relative energy (zero: lowest compared OMol25 entry of this formula, charge and spin)**: 205.38 kJ/mol
**HOMO-LUMO gap**: 10.931 eV
**Energy**: -8492.629 eV
**E_LUMO**: -4.1 eV
**Max |F|**: 3.41 eV/A
**Net charge**: +1

Entry 2:
DFT (wB97M-V/def2-TZVPD) results for C32H57N4NiOP2 as an isolated structure at a distorted geometry.

Geometry as XYZ:
```
97
Properties=species:S:1:pos:R:3:lowdin_charge:R:1
C -2.09560 1.46193 -2.08590 -0.29
C -1.56046 -0.81684 -2.10403 -0.21
C -3.18161 1.25886 -2.93141 0.00
C -2.76457 -1.12303 -2.75982 0.00
C -3.56485 -0.05890 -3.20182 -0.02
H -3.65534 2.13029 -3.38052 0.13
H -3.03548 -2.16385 -2.95833 0.12
H -4.47664 -0.24289 -3.76630 0.12
N -1.41612 0.41973 -1.58312 0.09
P -0.66928 2.75119 -0.09750 1.18
P 0.13978 -3.00459 -0.88044 1.39
C -1.54116 2.82587 -1.75457 -0.20
H -0.83525 3.14892 -2.53823 0.09
H -2.36398 3.54452 -1.77800 0.07
C -0.33028 -1.72015 -2.21733 -0.27
H -0.55182 -2.28040 -3.12301 0.08
C 0.88883 -4.34831 -2.01052 -0.62
C -0.16234 -3.50150 0.92724 -0.65
C 0.99185 3.71254 -0.21742 -0.64
C -1.98126 3.73980 0.89254 -0.63
C 2.41954 -4.17639 -1.94799 -0.08
H 2.81811 -4.27667 -0.92757 0.09
H 2.88818 -4.95307 -2.57724 0.10
H 2.73806 -3.20060 -2.33876 0.04
C 0.46717 -5.71986 -1.48766 -0.11
H 0.81362 -5.91546 -0.46824 0.07
H -0.62504 -5.80621 -1.55397 0.08
H 0.89501 -6.48953 -2.14539 0.11
C 0.43354 -4.35115 -3.48836 -0.09
H 1.20208 -4.87651 -4.06945 0.11
H -0.52352 -4.86651 -3.62721 0.10
H 0.30911 -3.37745 -3.96631 0.02
C 1.12956 -4.07780 1.53085 -0.07
H 1.93775 -3.33018 1.47787 0.10
H 0.94358 -4.29676 2.59550 0.10
H 1.47998 -5.00094 1.05225 0.06
C -0.59623 -2.32265 1.80394 -0.10
H 0.18052 -1.55268 1.89696 0.06
H -1.50618 -1.84970 1.41866 0.07
H -0.82951 -2.70592 2.81201 0.11
C -1.35478 -4.45918 0.83626 -0.09
H -1.15481 -5.34895 0.23589 0.05
H -1.63236 -4.78034 1.84752 0.10
H -2.20115 -3.92106 0.38582 0.09
C -1.45778 3.87008 2.32506 -0.09
H -2.23616 4.34021 2.94169 0.10
H -1.21869 2.89602 2.77607 0.03
H -0.55420 4.48887 2.38949 0.07
C -3.30330 2.95866 0.87139 -0.08
H -3.73698 2.90222 -0.13431 0.08
H -3.19719 1.94482 1.26564 0.06
H -4.02089 3.48856 1.51400 0.10
C -2.28036 5.13704 0.31631 -0.08
H -3.21604 5.49668 0.77198 0.10
H -1.51004 5.87613 0.55436 0.06
H -2.43632 5.14796 -0.76871 0.07
C 1.66314 3.33569 -1.54462 -0.11
H 1.05845 3.59962 -2.42055 0.07
H 2.62880 3.85906 -1.62978 0.10
H 1.87614 2.25466 -1.57729 0.04
C 1.90323 3.20151 0.92058 -0.09
H 2.14561 2.13821 0.77413 0.06
H 2.84872 3.76688 0.90580 0.10
H 1.44496 3.30338 1.91345 0.07
C 0.85446 5.23543 -0.11322 -0.09
H 0.18779 5.65140 -0.87915 0.08
H 0.51401 5.56542 0.87712 0.07
H 1.84602 5.69422 -0.26804 0.10
Ni 0.14600 0.69170 -0.24608 0.35
C -0.83901 0.84040 1.53015 -0.51
O -1.97016 0.37132 1.68983 -0.02
N 1.26734 -0.46060 -1.08075 0.03
C 0.95088 -1.03449 -2.18707 -0.42
C 1.90229 -0.81611 -3.45265 -0.53
C 1.89610 -1.84388 -4.58199 -0.06
C 1.39977 0.48520 -4.06035 -0.04
C 3.32108 -0.68394 -2.90704 -0.05
H 2.26082 -2.81737 -4.21893 0.06
H 0.88634 -1.91785 -5.02224 0.09
H 2.58690 -1.51612 -5.38662 0.11
H 1.46710 1.29659 -3.31358 0.06
H 1.94290 0.76388 -4.97923 0.10
H 0.33431 0.37975 -4.31405 0.09
H 4.03277 -0.45250 -3.71224 0.10
H 3.34657 0.07992 -2.11958 0.07
H 3.65367 -1.60191 -2.40350 0.07
C 1.29692 -0.07145 5.08933 -0.04
N 0.22281 0.91621 4.89655 -0.21
C -0.50899 1.41334 6.08508 -0.04
C -0.10926 1.26442 3.70708 -0.24
N 0.14277 0.88936 2.52349 0.05
H 1.36388 -0.23676 6.16752 0.07
H 2.24952 0.31002 4.70705 0.09
H 1.04685 -1.00974 4.58074 0.07
H -0.52221 2.50964 6.10467 0.08
H -1.54382 1.04389 6.08036 0.09
H 0.00972 1.02662 6.96845 0.07
```

## Properties
**Multiplicity**: 3
**E_HOMO (alpha / beta)**: -7.6139 / -7.7018 eV
**Relative energy (zero: lowest compared OMol25 entry of this formula, charge and spin)**: 411.41 kJ/mol
**HOMO-LUMO gap (alpha / beta)**: 4.232 / 3.519 eV
**Energy**: -101724.356 eV
**E_LUMO (alpha / beta)**: -3.4 / -4.2 eV
**Max |F|**: 4.82 eV/A
**Net charge**: +1

Entry 3:
DFT (wB97M-V/def2-TZVPD) results for C3H4DyO4 as an isolated structure at a distorted geometry.

Geometry as XYZ:
```
12
Properties=species:S:1:pos:R:3:lowdin_charge:R:1
C -0.54869 -0.53382 0.33043 -0.40
O -1.37013 -1.12747 1.01860 -0.17
O -0.46343 0.79074 0.36188 0.01
C 0.51524 1.16253 -0.59932 -0.11
O -0.58654 -0.57506 -1.44771 0.09
C 0.08426 0.49630 -1.77773 -0.03
Dy -3.27389 -1.15083 2.76127 1.97
H 0.63878 0.52280 -2.72237 0.17
H 0.68517 2.23852 -0.59143 0.14
O 1.29391 -0.93179 0.78923 -0.04
H 1.37962 -1.03204 1.74338 0.09
H 1.64569 0.14012 0.13378 0.27
```

## Properties
**Multiplicity**: 7
**E_HOMO (alpha / beta)**: -16.1662 / -16.1658 eV
**Relative energy (zero: lowest compared OMol25 entry of this formula, charge and spin)**: 532.37 kJ/mol
**HOMO-LUMO gap (alpha / beta)**: 6.744 / 5.746 eV
**Energy**: -35426.694 eV
**E_LUMO (alpha / beta)**: -9.4 / -10.4 eV
**Max |F|**: 3.87 eV/A
**Net charge**: +2

Entry 4:
DFT (wB97M-V/def2-TZVPD) results for C72H76CrN14O2 as an isolated structure at a distorted geometry.

Geometry as XYZ:
```
165
Properties=species:S:1:pos:R:3:lowdin_charge:R:1
Cr -9.90240 -14.96193 12.90530 0.66
C -9.55419 -17.19654 15.75901 -0.37
O -9.78296 -16.33258 14.74881 -0.39
H -9.64197 -18.22900 15.42074 0.04
H -8.61087 -17.18904 16.30509 0.04
H -10.22628 -17.18708 16.61709 0.02
C -10.34837 -13.28788 9.87272 -0.32
O -9.97854 -13.66135 11.15488 -0.43
H -9.52351 -12.85928 9.30349 0.05
H -10.57946 -14.12885 9.21890 0.03
H -11.23673 -12.66116 9.79437 0.05
N -7.08744 -12.09021 17.36449 0.06
C -8.28233 -12.46574 17.92795 -0.10
C -8.35762 -13.19824 19.16025 -0.06
C -7.19304 -13.42641 19.83009 -0.11
C -5.94548 -13.02735 19.31461 -0.08
C -5.98038 -12.52139 18.04929 -0.18
H -9.14732 -12.22012 17.32973 0.08
H -9.22381 -13.47339 19.74371 0.09
H -7.13019 -13.83451 20.82804 0.09
H -5.03432 -13.21571 19.86297 0.11
H -5.11163 -12.03569 17.63004 0.10
N -10.83630 -21.78774 21.48509 0.06
C -11.40630 -22.32545 22.59188 -0.16
C -12.72319 -22.16966 22.97775 -0.07
C -13.47878 -21.24051 22.23231 -0.06
C -12.89744 -20.57674 21.14531 -0.06
C -11.56362 -20.85496 20.80003 -0.15
H -10.76376 -22.93051 23.21433 0.10
H -13.21487 -22.63769 23.81774 0.10
H -14.52713 -21.13876 22.47106 0.10
H -13.49158 -19.86183 20.59548 0.08
H -11.11055 -20.32982 19.97216 0.10
N -9.23376 -16.62371 11.67540 0.02
C -9.90842 -16.90989 10.45564 -0.06
C -9.62952 -17.97967 9.55884 -0.04
C -8.44702 -18.71546 9.90064 -0.07
C -7.79936 -18.54169 11.13573 -0.07
C -8.21816 -17.52122 11.96141 -0.09
H -10.66908 -16.16619 10.26935 0.09
H -10.25450 -18.23753 8.71663 0.10
H -8.13932 -19.50420 9.23010 0.10
H -6.95984 -19.16592 11.40396 0.08
H -7.89774 -17.42341 12.98813 0.09
N -10.57300 -13.26258 14.27521 0.03
C -10.31052 -11.86974 14.05413 -0.06
C -10.84752 -10.86989 14.83222 -0.07
C -11.59225 -11.28831 15.93376 -0.08
C -11.83315 -12.63201 16.25875 -0.07
C -11.32605 -13.61138 15.39379 -0.10
H -9.65833 -11.58938 13.24023 0.11
H -10.70942 -9.82106 14.61478 0.11
H -12.18564 -10.56455 16.47269 0.10
H -12.50772 -12.88891 17.06210 0.09
H -11.60720 -14.63862 15.57302 0.10
N -15.24012 -17.70467 19.78022 0.06
C -14.30381 -16.67311 19.57320 -0.13
C -13.17242 -16.70021 18.71909 -0.06
C -13.01800 -17.87652 17.95642 -0.06
C -14.05898 -18.84009 17.95087 -0.06
C -15.18604 -18.58637 18.77379 -0.20
H -14.47877 -15.79600 20.17857 0.09
H -12.46388 -15.88658 18.67017 0.09
H -12.11672 -18.11243 17.41012 0.08
H -13.89618 -19.78685 17.45735 0.08
H -15.88365 -19.37215 19.02335 0.10
N -5.70779 -22.44860 17.44364 0.05
C -5.61749 -21.08812 17.13846 -0.11
C -5.99853 -20.11998 18.10948 -0.04
C -6.63025 -20.54159 19.28320 -0.09
C -6.90019 -21.84641 19.48803 -0.11
C -6.29822 -22.77289 18.65595 -0.15
H -5.10134 -20.88645 16.21147 0.08
H -5.80856 -19.06505 17.97743 0.08
H -7.12134 -19.78003 19.87079 0.09
H -7.55680 -22.18162 20.27727 0.10
H -6.44383 -23.83084 18.81699 0.10
N -12.11672 -22.03604 16.38599 0.06
C -12.89047 -22.67122 17.27599 -0.17
C -12.34958 -23.46185 18.28265 -0.06
C -10.97327 -23.42417 18.52932 -0.10
C -10.14597 -22.78187 17.67327 -0.09
C -10.73102 -22.05034 16.66111 -0.09
H -13.95308 -22.53728 17.13695 0.10
H -13.03638 -23.82559 19.03258 0.10
H -10.50203 -23.72023 19.45488 0.10
H -9.09744 -22.76095 17.93122 0.09
H -10.06900 -21.56399 15.95997 0.09
N -11.99526 -15.60770 12.77905 0.02
C -12.53835 -16.89905 12.85003 -0.11
C -13.79917 -17.28066 12.60346 -0.07
C -14.70394 -16.22323 12.50593 -0.04
C -14.27630 -14.83484 12.57116 -0.04
C -12.90116 -14.62333 12.61406 -0.14
H -11.86331 -17.67906 13.16988 0.10
H -14.04667 -18.32884 12.52301 0.10
H -15.75486 -16.42495 12.36000 0.10
H -14.95081 -13.99859 12.46108 0.10
H -12.60828 -13.59558 12.45804 0.11
N -7.66437 -14.21827 13.19309 0.03
C -7.11313 -13.96605 14.39381 -0.08
C -5.74301 -13.57231 14.40132 -0.06
C -5.01350 -13.36480 13.21630 -0.04
C -5.68900 -13.69312 12.00910 -0.06
C -6.95370 -14.11528 12.09236 -0.18
H -7.66842 -14.18896 15.29289 0.10
H -5.18729 -13.31862 15.29196 0.07
H -4.05301 -12.89796 13.37732 0.10
H -5.20336 -13.60112 11.04884 0.10
H -7.48434 -14.30640 11.17133 0.11
N -4.74616 -17.50566 13.44857 0.08
C -5.68803 -17.98095 14.25187 -0.16
C -6.24892 -19.26096 14.24068 -0.11
C -5.65420 -20.10556 13.37433 -0.12
C -4.55823 -19.70866 12.56422 -0.06
C -4.13862 -18.38447 12.65307 -0.15
H -6.14557 -17.21133 14.85580 0.10
H -7.11721 -19.43618 14.85857 0.11
H -6.16852 -21.05296 13.43992 0.11
H -4.15138 -20.52107 11.98040 0.10
H -3.26215 -18.09504 12.09232 0.10
N -4.30771 -17.52420 20.48032 0.07
C -3.73895 -16.87686 19.40586 -0.13
C -4.47001 -16.16167 18.43911 -0.09
C -5.84234 -16.24096 18.43540 -0.08
C -6.49427 -16.89011 19.53894 -0.08
C -5.72157 -17.49323 20.49484 -0.16
H -2.66169 -16.83549 19.34117 0.09
H -4.05517 -15.61898 17.60257 0.10
H -6.30360 -15.74424 17.59463 0.10
H -7.56407 -16.85268 19.68223 0.08
H -6.10329 -18.05726 21.33303 0.09
N -15.26857 -13.68340 15.96583 0.06
C -16.07166 -12.98414 16.88431 -0.13
C -16.94156 -13.60239 17.78684 -0.07
C -17.05780 -15.02549 17.81869 -0.06
C -16.26606 -15.73186 16.91285 -0.08
C -15.51151 -15.02259 15.95031 -0.14
H -15.96400 -11.90954 16.87732 0.09
H -17.52232 -13.06349 18.52081 0.09
H -17.60169 -15.57886 18.56994 0.10
H -16.09266 -16.79764 16.93410 0.08
H -14.71485 -15.43606 15.34966 0.08
N -13.42588 -21.13548 11.98542 0.05
C -12.79630 -20.96416 10.73385 -0.09
C -11.41521 -20.66038 10.64768 -0.07
C -10.73394 -20.47231 11.82906 -0.10
C -11.35794 -20.67179 13.00438 -0.11
C -12.68965 -20.97853 13.12184 -0.15
H -13.43017 -21.22280 9.89856 0.09
H -10.77183 -20.65934 9.78024 0.09
H -9.67226 -20.27745 11.79359 0.09
H -10.73173 -20.51908 13.87094 0.09
H -13.09208 -21.02324 14.12306 0.08
N -8.84678 -15.82175 21.71420 0.06
C -8.28637 -16.25907 22.87545 -0.12
C -8.63833 -17.50503 23.40083 -0.09
C -9.57691 -18.26237 22.79113 -0.08
C -10.28048 -17.78530 21.68776 -0.05
C -9.86806 -16.55378 21.18222 -0.14
H -7.57693 -15.69121 23.45910 0.10
H -8.13752 -17.81371 24.30653 0.11
H -9.91901 -19.08835 23.39705 0.11
H -11.10193 -18.30055 21.21221 0.07
H -10.25749 -16.20052 20.23885 0.09
```

## Properties
**Multiplicity**: 5
**E_HOMO (alpha / beta)**: -5.7997 / -7.0536 eV
**HOMO-LUMO gap (alpha / beta)**: 6.160 / 7.387 eV
**Energy**: -129266.685 eV
**E_LUMO (alpha / beta)**: 0.4 / 0.3 eV
**Max |F|**: 4.48 eV/A
**Net charge**: 0

Entry 5:
DFT (wB97M-V/def2-TZVPD) results for a 2-piece molecular cluster, C4H6N2O overall.

Geometry as XYZ:
```
13
Properties=species:S:1:pos:R:3:lowdin_charge:R:1
N -1.73074 0.97787 1.32392 0.18
C -0.59987 0.67148 0.83335 -0.30
C -0.34203 -0.74449 0.30329 -0.42
O -1.05922 -1.71228 0.33705 0.07
N 0.93494 -0.67742 -0.23835 0.09
C 1.49240 0.58220 -0.02751 -0.08
C 0.64414 1.41663 0.59773 -0.04
H -1.23154 -1.89212 -2.59188 0.04
H -1.73510 1.95997 1.61102 0.06
H -1.11834 -2.33527 -2.00548 0.02
H 1.39982 -1.46640 -0.65718 0.15
H 2.50483 0.77664 -0.36112 0.12
H 0.84070 2.44318 0.87514 0.10
```

## Properties
**SMILES**: [H]/N=C1\C=CNC1=O.[H][H]
**E_HOMO**: -9.1141 eV
**Relative energy (zero: lowest compared OMol25 entry of this formula, charge and spin)**: 197.95 kJ/mol
**HOMO-LUMO gap**: 8.840 eV
**Energy**: -9271.450 eV
**E_LUMO**: -0.3 eV
**Max |F|**: 0.53 eV/A
**Net charge**: 0

Entry 6:
DFT (wB97M-V/def2-TZVPD) results for C6H5N3O as an isolated structure at a distorted geometry.

Geometry as XYZ:
```
15
Properties=species:S:1:pos:R:3:lowdin_charge:R:1
C 0.81769 -0.78193 -0.78817 -0.34
C -0.48729 0.55556 0.17156 -0.34
C -1.58026 1.48607 0.01198 -0.11
C -2.40530 1.92423 0.94375 0.03
C 1.09579 -0.67947 0.58684 -0.25
C 2.07151 -1.35019 1.30891 -0.19
H 1.08640 -1.61408 -2.64278 0.09
H 2.26358 -2.23796 -1.43823 0.19
H -1.70783 1.78990 -1.01497 0.11
H -2.35920 1.49695 1.95596 0.07
H -3.18467 2.70444 0.73537 0.08
N 1.48311 -1.49081 -1.73673 0.15
N 0.18053 0.16723 1.16686 0.22
N 2.90192 -1.99021 1.83002 0.14
O -0.17600 0.02028 -1.09038 0.15
```

## Properties
**E_HOMO**: -8.1865 eV
**Relative energy (zero: lowest compared OMol25 entry of this formula, charge and spin)**: 133.09 kJ/mol
**HOMO-LUMO gap**: 8.689 eV
**Energy**: -12819.167 eV
**E_LUMO**: 0.5 eV
**Max |F|**: 3.85 eV/A
**Net charge**: 0